Formula: C13H57F10N2O30PS
Source: OMol25
Level of theory: wB97M-V/def2-TZVPD

Bonds (Å) are listed after each position.
Geometry (Å):
1 C -2.399 2.271 -2.562  C2 1.494, H33 1.089, H34 1.083, H35 1.076
2 C -1.499 2.189 -1.372  C1 1.494, C3 1.412, C17 1.386
3 C -0.626 3.255 -1.060  C2 1.412, N4 1.423, C5 1.407
4 N -0.644 4.431 -1.860  C3 1.423, H36 1.016, H37 1.010
5 C 0.266 3.188 0.027  C3 1.407, P6 1.858, C8 1.424
6 P 1.360 4.672 0.260  C5 1.858, O7 1.483, H38 1.387, H39 1.404
7 O 2.794 4.355 0.463  P6 1.483
8 C 0.262 2.033 0.858  C5 1.424, S9 1.793, C16 1.393
9 S 1.424 1.878 2.215  C8 1.793, O10 1.438, O11 1.422, C12 1.887
10 O 2.743 1.950 1.648  S9 1.438
11 O 1.199 0.771 3.078  S9 1.422
12 C 1.115 3.377 3.319  S9 1.887, F13 1.310, F14 1.324, F15 1.331
13 F 2.110 4.228 3.277  C12 1.310
14 F 0.996 2.933 4.560  C12 1.324
15 F -0.047 3.935 2.986  C12 1.331
16 C -0.624 0.995 0.580  C8 1.393, C17 1.396, C31 1.513
17 C -1.462 1.085 -0.534  C2 1.386, C16 1.396, C18 1.505
18 C -2.265 -0.182 -0.655  C17 1.505, O19 1.186, N20 1.412
19 O -3.232 -0.381 -1.311  C18 1.186
20 N -1.667 -1.073 0.262  C18 1.412, C21 1.419, C31 1.442
21 C -1.326 -2.413 -0.061  N20 1.419, F22 1.334, F23 1.346, C24 1.546
22 F -2.334 -3.002 -0.706  C21 1.334
23 F -1.079 -3.116 1.060  C21 1.346
24 C -0.034 -2.535 -0.902  C21 1.546, F25 1.341, F26 1.348, C27 1.548
25 F 0.970 -1.915 -0.266  C24 1.341
26 F 0.275 -3.846 -0.967  C24 1.348
27 C -0.055 -2.019 -2.361  C24 1.548, F28 1.323, F29 1.324, F30 1.336
28 F 0.088 -0.705 -2.420  C27 1.323
29 F -1.146 -2.369 -3.023  C27 1.324
30 F 1.011 -2.566 -2.953  C27 1.336
31 C -0.929 -0.326 1.252  C16 1.513, N20 1.442, O32 1.176
32 O -0.774 -0.737 2.342  C31 1.176
33 H -1.826 2.122 -3.476  C1 1.089
34 H -2.827 3.261 -2.646  C1 1.083
35 H -3.204 1.560 -2.496  C1 1.076
36 H -0.191 4.212 -2.743  N4 1.016
37 H -1.599 4.699 -2.050  N4 1.010
38 H 1.207 5.466 -0.867  P6 1.387
39 H 0.777 5.431 1.288  P6 1.404
40 O -1.880 5.038 -4.692  H41 0.966, H42 0.963
41 H -2.159 5.216 -5.600  O40 0.966
42 H -1.038 5.492 -4.590  O40 0.963
43 O 2.858 -3.924 1.335  H44 0.962, H45 0.962
44 H 3.620 -3.390 1.582  O43 0.962
45 H 2.249 -3.299 0.930  O43 0.962
46 O 3.833 -2.603 -1.849  H47 0.962, H48 0.964
47 H 2.972 -2.209 -1.680  O46 0.962
48 H 3.748 -3.513 -1.543  O46 0.964
49 O -0.423 -5.177 3.185  H50 0.967, H51 0.964
50 H 0.339 -4.615 3.378  O49 0.967
51 H -1.031 -4.602 2.707  O49 0.964
52 O -3.063 -5.434 4.734  H53 0.963, H54 0.964
53 H -3.030 -6.126 5.402  O52 0.963
54 H -2.149 -5.344 4.441  O52 0.964
55 O 4.932 3.123 3.353  H56 0.962, H57 0.965
56 H 5.063 2.300 3.834  O55 0.962
57 H 4.367 2.880 2.609  O55 0.965
58 O -4.363 4.922 -5.713  H59 0.964, H60 0.963
59 H -5.174 5.409 -5.903  O58 0.964
60 H -4.127 5.183 -4.817  O58 0.963
61 O -2.399 -1.990 4.735  H62 0.963, H63 0.963
62 H -1.994 -1.808 3.879  O61 0.963
63 H -2.180 -2.906 4.935  O61 0.963
64 O 0.828 -7.643 1.732  H65 0.967, H66 0.964
65 H 0.347 -7.253 2.474  O64 0.967
66 H 1.212 -6.878 1.289  O64 0.964
67 O 3.012 -0.406 -0.020  H68 0.965, H69 0.969
68 H 3.908 -0.750 -0.110  O67 0.965
69 H 3.126 0.438 0.442  O67 0.969
70 O 2.467 -6.346 3.978  H71 0.962, H72 0.966
71 H 3.419 -6.393 4.108  O70 0.962
72 H 2.295 -6.857 3.176  O70 0.966
73 O -4.755 2.624 -0.628  H74 0.962, H75 0.964
74 H -5.573 3.020 -0.311  O73 0.962
75 H -4.835 1.694 -0.392  O73 0.964
76 O -5.086 -6.310 2.720  H77 0.967, H78 0.960
77 H -4.730 -5.883 3.511  O76 0.967
78 H -4.328 -6.379 2.134  O76 0.960
79 O -2.682 5.803 -0.395  H80 0.962, H81 0.963
80 H -3.485 6.300 -0.579  O79 0.962
81 H -2.448 6.055 0.505  O79 0.963
82 O 4.720 6.170 1.181  H83 0.969, H84 0.963
83 H 4.308 5.357 1.510  O82 0.969
84 H 5.649 6.091 1.425  O82 0.963
85 O -1.159 -4.865 -4.684  H86 0.962, H87 0.963
86 H -0.285 -5.248 -4.808  O85 0.962
87 H -1.001 -4.054 -4.190  O85 0.963
88 O 2.668 8.091 0.016  H89 0.966, H90 0.961
89 H 3.540 7.680 -0.036  O88 0.966
90 H 2.805 8.894 0.526  O88 0.961
91 O 0.429 -8.843 4.778  H92 0.962, H93 0.965
92 H 0.196 -8.837 3.845  O91 0.962
93 H 1.268 -8.367 4.819  O91 0.965
94 O -2.624 -3.326 -6.736  H95 0.967, H96 0.961
95 H -2.395 -3.748 -5.896  O94 0.967
96 H -2.590 -4.051 -7.366  O94 0.961
97 O 6.621 -2.860 -2.810  H98 0.967, H99 0.961
98 H 5.744 -2.500 -2.624  O97 0.967
99 H 6.575 -3.777 -2.527  O97 0.961
100 O 0.210 6.655 4.191  H101 0.963, H102 0.961
101 H 1.114 6.979 4.256  O100 0.963
102 H 0.233 5.783 4.593  O100 0.961
103 O -7.363 5.708 -5.634  H104 0.962, H105 0.963
104 H -8.174 6.110 -5.309  O103 0.962
105 H -7.441 4.778 -5.398  O103 0.963
106 O 0.381 -6.100 6.537  H107 0.963, H108 0.964
107 H 0.208 -7.016 6.779  O106 0.963
108 H 0.748 -6.161 5.648  O106 0.964
109 O 0.401 -2.642 -6.696  H110 0.965, H111 0.961
110 H -0.458 -2.225 -6.839  O109 0.965
111 H 0.704 -2.310 -5.846  O109 0.961
112 O 5.854 4.708 -1.010  H113 0.966, H114 0.961
113 H 5.076 5.176 -0.680  O112 0.966
114 H 5.715 3.800 -0.728  O112 0.961

Summary:
Charge: 0

Formula: C3H27O13S
Source: OMol25
Level of theory: wB97M-V/def2-TZVPD

Bonds (Å) are listed after each position.
Geometry (Å):
1 O 1.498 1.218 1.986  C2 1.256
2 C 0.314 1.256 1.568  O1 1.256, O3 1.254, C4 1.516
3 O -0.666 0.692 2.111  C2 1.254
4 C 0.060 1.999 0.272  C2 1.516, C5 1.493, H7 1.103, H8 1.125
5 C 0.489 3.429 0.282  C4 1.493, S6 1.858, H9 1.075, H10 1.099
6 S 0.417 4.278 -1.370  C5 1.858, H11 1.315
7 H -0.976 1.943 -0.101  C4 1.103
8 H 0.659 1.438 -0.497  C4 1.125
9 H 1.460 3.550 0.726  C5 1.075
10 H -0.256 3.896 0.942  C5 1.099
11 H -0.738 4.902 -1.293  S6 1.315
12 H -2.853 1.122 1.918  O14 0.972
13 H -3.952 2.096 1.700  O14 0.966
14 O -3.512 1.366 1.247  H12 0.972, H13 0.966
15 H 2.868 -1.913 -3.763  O17 0.962
16 H 1.727 -0.971 -3.712  O17 0.976
17 O 1.932 -1.886 -3.984  H15 0.962, H16 0.976
18 H 2.825 1.943 0.761  O20 0.976
19 H 4.117 2.384 1.517  O20 0.959
20 O 3.776 2.137 0.655  H18 0.976, H19 0.959
21 H 2.287 -2.387 1.987  O23 0.972
22 H 1.353 -2.491 0.839  O23 0.969
23 O 2.293 -2.336 1.017  H21 0.972, H22 0.969
24 H 2.277 1.486 -2.207  O26 0.956
25 H 2.988 0.139 -1.759  O26 0.994
26 O 2.386 0.561 -2.427  H24 0.956, H25 0.994
27 H -1.381 -1.456 3.774  O29 0.959
28 H -0.170 -0.819 3.010  O29 0.983
29 O -0.695 -1.642 3.130  H27 0.959, H28 0.983
30 H -1.048 -1.227 1.031  O32 0.967
31 H -1.898 -2.547 0.563  O32 0.964
32 O -1.152 -1.958 0.406  H30 0.967, H31 0.964
33 H -4.704 -1.723 0.029  O35 0.965
34 H -4.699 -0.440 -0.754  O35 0.967
35 O -4.810 -1.393 -0.871  H33 0.965, H34 0.967
36 H -3.831 -2.838 -1.107  O38 0.981
37 H -2.501 -3.415 -1.513  O38 1.007
38 O -3.253 -3.594 -0.870  H36 0.981, H37 1.007
39 H 3.891 0.613 0.235  O41 1.006
40 H 2.954 -0.687 0.132  O41 0.974
41 O 3.721 -0.240 -0.270  H39 1.006, H40 0.974
42 H -0.381 -2.479 -1.877  O44 0.962
43 H -1.487 -1.634 -1.433  O44 0.967
44 O -1.325 -2.377 -2.031  H42 0.962, H43 0.967

Summary:
Energy above the lowest of the compared OMol25 structures with the same formula, charge and spin (kJ/mol): 68.7
Charge: -1

Formula: C28H49N11O5PS
Source: OMol25
Level of theory: wB97M-V/def2-TZVPD

Bonds (Å) are listed after each position.
Geometry (Å):
1 O 2.134 -0.093 3.236  S2 1.443
2 S 2.218 1.127 2.472  O1 1.443, O3 1.429, O4 1.606, C5 1.753
3 O 2.187 2.355 3.203  S2 1.429
4 O 3.596 1.074 1.649  S2 1.606, H14 0.973
5 C 1.091 1.035 1.132  S2 1.753, C6 1.526, H15 1.091, H16 1.091
6 C 0.937 2.294 0.283  C5 1.526, C7 1.549, H17 1.090, H18 1.096
7 C 0.232 3.511 0.932  C6 1.549, C8 1.530, H19 1.093, H20 1.093
8 C -0.812 3.201 2.006  C7 1.530, P9 1.901, H21 1.096, H22 1.091
9 P -2.443 2.501 1.325  C8 1.901, O10 1.785, O13 1.790, H23 1.463, H24 1.436, H25 1.449
10 O -2.699 1.491 2.774  P9 1.785, C11 1.396
11 C -3.011 0.203 2.336  O10 1.396, C12 1.546, H26 1.103, H27 1.098
12 C -4.057 0.389 1.212  C11 1.546, O13 1.398, H28 1.098, H29 1.101
13 O -3.867 1.654 0.648  P9 1.790, C12 1.398
14 H 4.293 1.027 2.326  O4 0.973
15 H 1.478 0.221 0.516  C5 1.091
16 H 0.129 0.704 1.525  C5 1.091
17 H 0.402 1.991 -0.617  C6 1.090
18 H 1.940 2.594 -0.043  C6 1.096
19 H 0.983 4.224 1.281  C7 1.093
20 H -0.299 4.013 0.119  C7 1.093
21 H -1.040 4.138 2.526  C8 1.096
22 H -0.448 2.518 2.775  C8 1.091
23 H -1.671 1.445 0.671  P9 1.463
24 H -2.415 3.360 0.174  P9 1.436
25 H -3.267 3.490 1.991  P9 1.449
26 H -2.116 -0.327 1.966  C11 1.103
27 H -3.363 -0.404 3.181  C11 1.098
28 H -5.065 0.300 1.639  C12 1.098
29 H -3.893 -0.388 0.450  C12 1.101
30 C -2.433 -2.728 -1.849  C31 1.457, H33 1.087, H34 1.090, H35 1.087
31 C -1.550 -1.749 -1.230  C30 1.457, N32 1.148
32 N -0.892 -0.943 -0.746  C31 1.148
33 H -2.563 -2.499 -2.904  C30 1.087
34 H -2.008 -3.727 -1.753  C30 1.090
35 H -3.406 -2.694 -1.368  C30 1.087
36 C -2.721 6.060 -2.386  C37 1.454, H39 1.087, H40 1.088, H41 1.089
37 C -2.350 5.999 -0.981  C36 1.454, N38 1.146
38 N -2.071 5.953 0.128  C37 1.146
39 H -2.451 5.107 -2.832  C36 1.087
40 H -3.794 6.208 -2.487  C36 1.088
41 H -2.195 6.866 -2.895  C36 1.089
42 C 6.419 -1.528 2.378  C43 1.458, H45 1.089, H46 1.086, H47 1.088
43 C 6.575 -0.082 2.282  C42 1.458, N44 1.148
44 N 6.679 1.059 2.202  C43 1.148
45 H 5.522 -1.833 1.841  C42 1.089
46 H 7.280 -2.032 1.947  C42 1.086
47 H 6.327 -1.821 3.422  C42 1.088
48 C -2.350 1.265 -2.101  C49 1.459, H51 1.088, H52 1.089, H53 1.093
49 C -1.874 2.304 -3.008  C48 1.459, N50 1.150
50 N -1.500 3.124 -3.723  C49 1.150
51 H -3.428 1.154 -2.203  C48 1.088
52 H -1.863 0.321 -2.342  C48 1.089
53 H -2.132 1.529 -1.063  C48 1.093
54 C -3.127 8.347 -6.160  C55 1.458, H57 1.088, H58 1.089, H59 1.088
55 C -3.564 7.020 -5.741  C54 1.458, N56 1.147
56 N -3.888 5.971 -5.409  C55 1.147
57 H -3.865 8.787 -6.829  C54 1.088
58 H -3.010 8.988 -5.288  C54 1.089
59 H -2.173 8.274 -6.678  C54 1.088
60 C 2.501 -3.176 4.134  C61 1.459, H63 1.088, H64 1.088, H65 1.088
61 C 2.158 -4.593 4.171  C60 1.459, N62 1.148
62 N 1.902 -5.712 4.199  C61 1.148
63 H 1.664 -2.583 3.771  C60 1.088
64 H 2.762 -2.832 5.133  C60 1.088
65 H 3.348 -3.018 3.470  C60 1.088
66 C -4.242 -6.701 -1.909  C67 1.458, H69 1.089, H70 1.088, H71 1.088
67 C -4.040 -5.861 -3.084  C66 1.458, N68 1.147
68 N -3.877 -5.188 -3.998  C67 1.147
69 H -4.643 -6.102 -1.094  C66 1.089
70 H -4.942 -7.502 -2.142  C66 1.088
71 H -3.294 -7.135 -1.597  C66 1.088
72 C -6.008 0.114 -4.721  C73 1.458, H75 1.089, H76 1.088, H77 1.088
73 C -5.373 -0.536 -3.581  C72 1.458, N74 1.147
74 N -4.882 -1.044 -2.678  C73 1.147
75 H -5.513 1.062 -4.927  C72 1.089
76 H -5.935 -0.526 -5.598  C72 1.088
77 H -7.056 0.303 -4.499  C72 1.088
78 C 10.327 -3.444 0.269  C79 1.457, H81 1.089, H82 1.088, H83 1.088
79 C 9.178 -3.775 1.102  C78 1.457, N80 1.149
80 N 8.255 -4.035 1.734  C79 1.149
81 H 10.136 -3.801 -0.742  C78 1.089
82 H 10.483 -2.367 0.257  C78 1.088
83 H 11.218 -3.933 0.657  C78 1.088
84 C 7.985 -6.606 -2.420  C85 1.458, H87 1.088, H88 1.088, H89 1.088
85 C 9.218 -5.832 -2.489  C84 1.458, N86 1.148
86 N 10.183 -5.211 -2.541  C85 1.148
87 H 7.173 -5.972 -2.068  C84 1.088
88 H 7.737 -6.992 -3.406  C84 1.088
89 H 8.111 -7.438 -1.730  C84 1.088
90 C -3.705 0.139 6.703  C91 1.458, H93 1.088, H94 1.089, H95 1.089
91 C -4.223 -1.221 6.801  C90 1.458, N92 1.148
92 N -4.637 -2.288 6.878  C91 1.148
93 H -4.365 0.748 6.089  C90 1.088
94 H -3.636 0.573 7.699  C90 1.089
95 H -2.718 0.136 6.243  C90 1.089

Summary:
Charge: -1

| no. | total energy (hartree) | gap between HOMO and LUMO (eV) | highest occupied orbital energy (eV) |
| --- | --- | --- | --- |
| 1 | -4634.4855 | 8.74 | -10.5 |
| 2 | -1506.9277 | 8.90 | -6.4 |
| 3 | -2814.2504 | 5.56 | -4.0 |